A 2-piece molecular cluster, C4H14NO overall in a non-equilibrium geometry. Source: OMol25; level of theory: wB97M-V/def2-TZVPD.

Kohn-Sham gap (eV): 11.80
Highest occupied orbital energy (eV): -15.17
Charge: +1
Energy above the lowest of the compared OMol25 structures with the same formula, charge and spin (eV): 1.1612
E (eV): -7905.7932

Each atom is followed by the atoms it is bonded to, with distances in Å.
Geometry (Å):
1 C -0.63 0.24 -0.90  C2 1.533, N5 1.552, H6 1.082, H7 1.082
2 C -0.69 -0.07 0.60  C1 1.533, C3 1.571, C4 1.532, H8 1.089
3 C -1.86 0.85 1.11  C2 1.571, H9 1.107, H10 1.086, H11 1.103
4 C -0.80 -1.43 1.30  C2 1.532, H12 1.085, H13 1.092, H14 1.110
5 N 0.65 -0.40 -1.48  C1 1.552, H15 1.011, H16 1.014, H17 1.026
6 H -1.41 -0.16 -1.54  C1 1.082
7 H -0.50 1.31 -0.98  C1 1.082
8 H 0.16 0.43 1.05  C2 1.089
9 H -2.33 1.38 0.26  C3 1.107
10 H -2.60 0.34 1.72  C3 1.086
11 H -1.50 1.71 1.70  C3 1.103
12 H -0.53 -2.33 0.74  C4 1.085
13 H -1.82 -1.62 1.63  C4 1.092
14 H -0.15 -1.48 2.20  C4 1.110
15 H 1.13 0.36 -1.95  N5 1.011
16 H 1.23 -0.85 -0.78  N5 1.014
17 H 0.30 -1.08 -2.18  N5 1.026
18 H 3.22 0.39 0.27  O20 0.967
19 H 3.24 1.31 -0.90  O20 0.967
20 O 2.64 0.73 -0.42  H18 0.967, H19 0.967